This record from the OMol25 dataset describes 8 unconnected molecules or ions with the total composition C22H43O24. The level of theory is ωB97M-V with the def2-TZVPD basis set.

DFT total energy: -2669.93071 a.u.
net charge: -1
LUMO level: 2.412 eV
gap between HOMO and LUMO: 7.076 eV
maximum force: 2.963 eV Å⁻¹

```
89
Properties=species:S:1:pos:R:3:forces:R:3
O -0.6180 -0.4614 -0.2339 -0.21 0.24 -0.15
C 0.1159 0.5700 0.3742 2.00 1.94 1.02
O 0.7574 1.3062 -0.4414 -1.02 -0.85 0.10
O 0.1333 0.6708 1.6265 -1.13 -1.03 -1.46
H -0.4468 -0.2598 -1.1739 0.02 -0.39 0.30
C -1.7263 5.5725 4.7339 1.10 0.28 0.13
O -2.6682 4.6402 4.2650 -1.05 0.30 0.54
C -2.2328 3.7139 3.4045 -0.60 -0.12 -0.38
O -1.1184 3.5858 3.0264 1.07 -0.03 -0.22
O -3.2901 2.9995 3.0144 -0.16 -0.06 0.22
C -3.0586 1.9504 2.0479 -0.36 0.14 0.26
H -1.0998 5.1547 5.5244 0.07 -0.26 -0.16
H -2.1953 6.4488 5.1766 -0.62 -0.20 -0.24
H -1.0837 5.9033 3.9189 0.08 -0.05 0.02
H -2.9014 2.3902 1.0627 0.22 -0.08 0.06
H -4.0041 1.4057 2.0605 0.11 -0.05 -0.12
H -2.2369 1.2927 2.3282 0.23 0.28 -0.09
C 1.0225 3.3189 -3.4910 -0.54 1.68 0.76
O 1.9402 2.4815 -4.1606 0.30 -0.72 1.11
C 2.1392 2.6800 -5.4294 0.15 0.91 -1.00
O 1.5426 3.4441 -6.1407 -0.42 0.35 -0.35
O 3.1562 1.9357 -5.8372 1.24 -1.09 1.11
C 3.7320 2.1537 -7.0981 -1.02 1.12 -1.27
H 1.2299 4.3852 -3.6544 0.06 -0.25 -0.68
H 1.1466 3.2597 -2.4136 0.10 -1.04 0.02
H -0.0195 3.1396 -3.7503 0.11 -0.29 -0.16
H 2.9224 2.0604 -7.8281 0.36 -0.32 -0.31
H 4.5713 1.4991 -7.2963 -0.24 -0.49 0.41
H 4.1001 3.1739 -7.2506 -0.06 0.07 0.51
C 5.5425 -0.3303 3.2036 -1.00 0.26 -0.07
O 4.7259 -1.4593 2.9068 0.92 -0.68 -0.04
C 3.4286 -1.2505 2.6777 -0.21 -0.32 -0.76
O 2.8431 -0.2178 2.7113 0.11 0.70 0.64
O 2.9115 -2.4275 2.3124 0.26 -0.89 0.43
C 1.4834 -2.4931 2.2698 -0.29 0.96 -0.44
H 5.3090 -0.0355 4.2270 0.29 0.30 -0.01
H 5.2831 0.4673 2.5068 0.07 0.13 0.19
H 6.5822 -0.6169 3.0906 -0.01 -0.22 0.04
H 1.1252 -1.5443 2.6710 -0.37 -0.17 -0.08
H 1.0780 -3.3505 2.7953 0.43 -0.12 0.21
H 1.1730 -2.5477 1.2268 -0.03 0.02 -0.03
C 6.5934 2.6750 0.8742 0.51 -0.46 1.29
O 6.2916 1.8128 -0.1951 1.18 -0.03 -0.83
C 5.0834 1.2689 -0.2229 -0.49 -0.77 0.56
O 4.2259 1.4456 0.5757 -0.92 0.89 1.12
O 4.9811 0.3975 -1.1971 0.94 -0.21 -1.31
C 3.6528 0.0113 -1.5202 -1.29 -0.22 -0.12
H 7.5900 2.4453 1.2681 0.24 0.03 -0.74
H 5.9984 2.4308 1.7570 -0.64 0.58 -0.39
H 6.5640 3.7114 0.5549 -0.31 0.09 0.14
H 3.1409 -0.5453 -0.7332 0.38 0.02 0.19
H 3.6783 -0.5961 -2.4212 0.36 0.01 0.01
H 3.0108 0.8702 -1.7014 0.10 0.18 0.04
C 0.1795 0.0792 -5.5989 -0.23 0.05 0.39
O -0.5061 -1.1585 -5.3312 -0.09 0.22 0.04
C -0.6147 -1.5970 -4.0686 0.31 -0.59 -0.32
O -0.0366 -1.2123 -3.0937 0.16 0.77 0.03
O -1.4385 -2.6417 -4.0832 -0.81 0.13 -0.37
C -1.8005 -3.1686 -2.7998 1.50 -1.21 -0.15
H 0.0596 0.7953 -4.7870 -0.03 -0.22 0.18
H -0.3078 0.4939 -6.4788 0.17 -0.13 -0.09
H 1.2458 -0.0768 -5.7620 -0.08 -0.16 -0.04
H -1.8758 -2.3861 -2.0538 -0.47 -0.06 0.06
H -0.9943 -3.8564 -2.5104 0.16 0.43 0.31
H -2.6124 -3.8744 -2.9447 -0.65 0.75 -0.04
C -1.8996 -1.6822 2.3905 0.75 0.44 -0.42
O -2.6588 -2.6558 3.1014 -0.62 -0.03 0.52
C -2.2294 -3.8990 3.1691 -0.26 0.23 -0.71
O -1.1780 -4.3199 2.7694 0.12 -0.28 0.20
O -3.2338 -4.6381 3.6838 0.02 0.19 0.02
C -2.9918 -6.0228 3.7767 -0.17 -0.93 0.73
H -2.5751 -0.8721 2.1462 -0.23 -0.10 0.07
H -1.4818 -2.0784 1.4675 -0.02 -0.12 0.04
H -1.0849 -1.2430 2.9648 -0.05 -0.25 0.17
H -3.7901 -6.4593 4.3805 -0.14 0.36 0.01
H -2.0717 -6.2378 4.3199 0.20 0.08 -0.34
H -3.0367 -6.5585 2.8284 0.35 0.38 -0.23
C -6.6343 -1.6262 2.0665 -0.05 -0.03 -0.57
O -5.6396 -1.3273 1.0815 0.06 0.87 0.24
C -5.8434 -1.8431 -0.1408 0.61 -0.10 1.91
O -6.7452 -2.5805 -0.3724 -1.00 -0.64 -0.99
O -4.8653 -1.5477 -0.9546 0.36 0.06 -1.72
C -3.9033 -0.5692 -0.6152 0.39 1.69 1.64
H -6.4332 -0.9677 2.9045 0.25 -0.29 0.18
H -6.5575 -2.6918 2.2714 -0.16 0.09 0.46
H -7.6340 -1.3958 1.6972 0.05 -0.11 -0.14
H -3.1584 -0.9164 0.0952 0.13 -0.49 -0.33
H -4.3596 0.2726 -0.0822 -0.32 -0.18 -0.12
H -3.3986 -0.0733 -1.4393 -0.22 -0.87 -0.66
```
Forces are in eV/Å.

***

This record from the OMol25 dataset describes 3 unconnected molecules or ions with the total composition C5H7N2O3. The level of theory is ωB97M-V with the def2-TZVPD basis set.

DFT total energy: -529.48800 a.u.
net charge: +1
LUMO level (spin up / spin down): -6.682 / -6.681 eV
gap between HOMO and LUMO (spin up / spin down): 5.127 / 5.129 eV
maximum force: 4.376 eV Å⁻¹

```
17
Properties=species:S:1:pos:R:3:forces:R:3
C 1.7323 2.2660 3.1947 0.34 0.87 2.69
C 2.4559 3.0185 -0.9773 -1.20 2.44 -0.04
C -4.3556 -3.3368 -0.4449 1.04 0.87 3.27
C -4.3120 -4.6615 -0.2202 -0.66 -0.99 -2.95
C 2.8473 0.7994 -1.5257 0.31 -1.88 3.94
N 2.8940 1.7943 -0.6918 0.75 -1.53 -1.16
N 1.9098 4.0122 -0.6352 1.15 -0.72 -0.85
O 1.4944 5.0980 -0.5530 -0.36 -0.05 0.38
O 2.4313 2.2111 2.2670 -0.34 -0.36 -1.02
O 1.2170 2.4094 4.2310 0.03 -0.51 -1.79
H -4.0731 -2.7159 -1.3477 -0.71 -1.39 0.93
H -4.4071 -2.7485 0.5565 -0.16 -0.45 -1.99
H -4.2543 -5.2657 -1.1986 0.17 0.47 1.72
H -4.5117 -5.2961 0.6962 0.33 1.50 -0.99
H 2.4028 0.9541 -2.4466 -0.76 0.06 -1.84
H 3.0629 -0.2329 -1.0308 0.13 1.92 -1.51
H 3.4660 1.6946 0.1263 -0.04 -0.24 1.19
```
Forces are in eV/Å.

***

This record from the OMol25 dataset describes a single C5H7NO2S molecule. The level of theory is ωB97M-V with the def2-TZVPD basis set.

SMILES string: CCOC(=O)[C@@H](S)C#N
DFT total energy: -798.13544 a.u.
net charge: 0
LUMO level: 0.601 eV
gap between HOMO and LUMO: 10.467 eV
maximum force: 0.861 eV Å⁻¹

```
16
Properties=species:S:1:pos:R:3:forces:R:3
C -0.3046 1.9072 -2.0513 -0.05 -0.04 -0.20
C 0.2316 0.8083 0.0225 0.10 0.35 0.18
C -0.2392 -2.5348 0.9903 0.07 0.37 -0.25
C 0.6668 -1.4927 0.3600 0.39 -0.38 0.35
C -0.7392 1.7645 -0.6845 0.01 0.44 0.74
N 0.0713 2.0483 -3.1210 0.19 0.01 -0.62
O 1.1916 1.1771 0.6408 -0.05 -0.15 -0.06
O -0.1416 -0.4379 -0.1866 -0.38 -0.25 -0.15
S -0.7413 3.4070 0.1345 -0.46 -0.15 -0.05
H -0.8047 -2.1009 1.8111 -0.04 0.00 0.09
H -0.9355 -2.9215 0.2512 -0.07 -0.10 -0.02
H 0.3644 -3.3530 1.3718 0.05 -0.10 0.04
H 1.2404 -1.9200 -0.4680 -0.05 0.12 0.10
H 1.3567 -1.0625 1.0922 -0.11 -0.09 -0.19
H -1.7572 1.3693 -0.6552 0.17 0.00 0.02
H 0.5406 3.3415 0.4921 0.22 -0.04 0.01
```
Forces are in eV/Å.

***

This record from the OMol25 dataset describes 2 unconnected molecules or ions with the total composition CH3O2S. The level of theory is ωB97M-V with the def2-TZVPD basis set.

DFT total energy: -588.61547 a.u.
net charge: -1
LUMO level: 3.984 eV
gap between HOMO and LUMO: 8.493 eV
maximum force: 4.273 eV Å⁻¹

```
7
Properties=species:S:1:pos:R:3:forces:R:3
S -2.4653 0.3503 -0.1413 1.26 2.58 -2.54
H -2.4867 -0.4953 0.7433 -0.49 -2.90 3.10
O 2.5634 -0.5159 -0.2205 -1.09 0.79 0.28
C 1.4530 0.0410 -0.0878 1.17 -2.05 -1.39
O 0.3724 -0.3380 -0.6686 -0.61 0.29 0.95
H 1.4010 0.9194 0.5185 -0.25 1.05 0.86
H -0.8378 0.0385 -0.1436 0.01 0.24 -1.26
```
Forces are in eV/Å.

***

This record from the OMol25 dataset describes a single C7H6 molecule. The level of theory is ωB97M-V with the def2-TZVPD basis set.

SMILES string: C(=C1C=C1)=C1CC1
DFT total energy: -270.03941 a.u.
net charge: 0
LUMO level: 0.681 eV
gap between HOMO and LUMO: 8.067 eV
maximum force: 4.681 eV Å⁻¹

```
13
Properties=species:S:1:pos:R:3:forces:R:3
C -2.1170 -0.5657 -0.0542 0.73 1.42 -0.86
C -0.8997 -1.0711 -0.3500 -2.34 -0.44 0.04
C -3.4163 -0.0374 -0.2856 -0.25 1.51 0.28
C -2.4177 0.8580 -0.1639 -3.19 -3.42 -0.23
C 1.6382 -0.6203 -0.3352 0.41 3.88 -1.77
C 1.2151 -0.2143 1.0327 -0.65 1.83 0.68
C 0.2207 -0.5160 -0.0568 2.84 -0.78 0.83
H -4.5014 -0.1079 -0.5334 1.18 -0.40 0.37
H -2.1464 1.8315 -0.3491 0.72 1.87 -0.19
H 1.9812 0.2531 -0.9881 -0.17 -1.17 0.98
H 2.2290 -1.4487 -0.4567 0.85 -2.25 -0.53
H 1.0854 -1.0677 1.6664 0.66 0.10 1.09
H 1.4888 0.8369 1.4530 -0.80 -2.13 -0.68
```
Forces are in eV/Å.

***

This record from the OMol25 dataset describes a single C2H4BrCl molecule. The level of theory is ωB97M-V with the def2-TZVPD basis set.

SMILES string: ClCCBr
DFT total energy: -3112.76131 a.u.
net charge: 0
LUMO level: -0.696 eV
gap between HOMO and LUMO: 9.968 eV
maximum force: 4.599 eV Å⁻¹

```
8
Properties=species:S:1:pos:R:3:forces:R:3
C -0.3057 0.6611 0.1108 3.95 -0.38 1.78
C 0.0995 -0.7215 -0.1499 2.86 -3.51 0.83
Cl 1.0733 1.4802 1.6224 -1.82 -1.24 -2.13
Br -0.8064 -1.5228 -1.6667 -0.56 0.30 -0.39
H -1.1569 0.8566 0.6157 -2.74 0.39 1.49
H -0.1031 1.2787 -0.6872 0.39 1.55 -1.53
H -0.0666 -1.5368 0.6579 0.17 2.00 -0.99
H 1.2219 -0.8738 -0.4819 -2.25 0.89 0.94
```
Forces are in eV/Å.

***

This record from the OMol25 dataset describes a molecular structure, C23H26N4O5. The level of theory is ωB97M-V with the def2-TZVPD basis set.

DFT total energy: -1486.66817 a.u.
net charge: 0
LUMO level: -1.721 eV
gap between HOMO and LUMO: 7.398 eV
maximum force: 16.009 eV Å⁻¹

```
58
Properties=species:S:1:pos:R:3:forces:R:3
C -0.2674 1.4586 3.2751 -0.24 -2.83 0.40
C -0.8116 0.4353 2.1880 4.23 0.78 0.90
O 0.0143 -0.1732 1.4727 -0.61 0.54 0.57
N -2.0783 0.2474 2.0414 1.67 1.27 -0.07
H -2.7584 0.7002 2.5250 -1.45 2.17 2.21
C -2.6471 -0.6123 1.1086 0.11 3.69 -0.88
C -2.7179 0.0939 -0.3081 -0.64 -5.79 1.41
O -3.8089 0.1427 -0.8048 -0.63 2.14 -0.94
N -1.5374 -0.1875 -0.9338 -1.45 0.18 2.02
H -0.8087 -0.2895 -0.3152 2.05 -0.61 2.29
C -1.1837 0.4709 -2.0345 -1.86 1.12 -7.72
C -0.7129 1.8666 -1.9550 -4.20 4.30 4.63
H -1.7945 2.7021 -2.0754 3.20 -2.47 0.78
C 0.2386 2.3675 -2.8726 -0.84 -7.92 -2.29
N 1.3254 1.4164 -2.9507 4.55 2.79 -0.11
C 2.6577 2.1632 -3.0350 -3.87 -2.36 -0.94
O 2.6834 3.3283 -3.3835 0.52 -1.28 0.72
C 3.7605 1.1889 -2.8571 2.40 -3.00 3.24
C 4.0332 0.5193 -1.4694 0.86 3.57 -2.81
C 5.2692 -0.0770 -1.3107 -2.94 -0.13 -6.07
C 5.9792 -0.5679 -2.5597 -1.70 2.00 9.32
C 5.8304 0.0394 -3.6876 -1.76 -2.54 -6.26
C 4.6137 0.7360 -3.8330 -0.88 3.76 -2.54
H 4.3987 1.2489 -4.8276 0.52 -1.02 1.05
H 6.3085 -0.6237 -4.6035 -1.03 2.90 2.07
N 7.0657 -1.3672 -2.2415 4.84 -2.83 -1.71
O 7.6561 -1.5445 -3.3992 0.40 -1.48 5.09
O 7.4364 -1.8083 -1.0585 -1.79 1.96 -5.37
H 5.5478 -0.3885 -0.4182 1.55 -1.49 3.93
H 3.4430 1.0028 -0.6880 0.22 -0.81 0.30
C 1.1392 0.0179 -2.4934 -1.99 1.27 -6.99
C -0.3389 -0.3361 -3.0513 4.18 4.35 7.73
H -0.4555 -0.0632 -3.9637 -0.62 1.90 -5.87
H -0.5375 -1.2588 -2.8890 -1.26 -6.35 0.72
H 1.2222 -0.0086 -1.5303 -0.01 -0.58 6.00
H 1.9030 -0.5934 -2.9022 0.68 -0.53 -0.63
H 0.4970 3.2586 -2.8707 3.31 8.29 2.20
H -0.1641 2.5436 -3.8166 -1.49 -1.06 -2.57
H -0.3086 2.0319 -0.8968 -0.58 0.01 -1.01
H -2.1206 0.5988 -2.5912 -0.23 -0.27 -0.03
H -2.0890 -1.4348 1.2081 2.43 -3.50 -1.08
C -3.8362 -0.8791 1.8063 -11.04 -2.05 -6.36
C -3.9004 -1.4331 3.0836 -2.18 4.97 2.72
C -4.3489 -0.5257 4.0755 7.94 -13.14 4.53
C -4.1012 -1.1041 5.4488 -5.74 11.20 -0.63
C -3.8842 -2.2736 5.8540 3.88 -7.00 1.30
C -3.4790 -3.0632 4.7910 1.50 -4.26 -0.13
C -3.6613 -2.6581 3.4721 4.40 -7.92 -0.60
H -3.2100 -3.5772 2.7048 -1.48 3.14 1.73
H -2.8404 -4.1170 5.0227 -2.31 2.82 -0.84
H -3.6339 -2.6582 6.8666 -0.73 0.81 -0.62
H -4.4967 -0.4115 6.3106 0.91 -0.66 -1.67
H -4.8589 0.2148 4.0460 -5.60 9.55 -1.04
H -4.5402 -1.7238 1.1288 2.14 1.97 1.25
H -4.7877 -0.0529 1.6927 3.22 -1.40 0.31
H -0.4901 1.1237 4.3640 0.20 0.68 -1.95
H 0.8050 1.4730 3.0993 0.04 -0.14 0.25
H -0.6184 2.4217 3.0420 -0.79 1.31 0.07
```
Forces are in eV/Å.

***

Which of these has the highest net charge? C5H7N2O3